# 1
The molecule C16H28N2O6S. Source: the OMol25 dataset; level of theory: ωB97M-V/def2-TZVPD.

Values from the calculation:
highest occupied orbital energy: -8.798 eV
LUMO level: 0.617 eV
maximum force: 0.60 eV/Å
HOMO-LUMO gap: 9.42 eV
structure (SMILES): CCCOC(=O)CCCC[C@H]1SC[C@@H](NC(=O)OC)[C@H]1NC(=O)OC

Atoms and positions in Å:
C  -3.014  -1.059  -0.229
C  -4.178  -0.310  -0.867
C  -3.753  1.050  -1.402
H  -2.856  0.968  -2.024
H  -4.549  1.505  -2.001
O  -3.470  1.909  -0.294
C  -2.835  3.050  -0.554
O  -2.520  3.405  -1.662
C  -2.533  3.809  0.717
H  -2.715  4.870  0.539
C  -1.063  3.599  1.105
C  -0.767  2.129  1.388
C  0.686  1.921  1.810
C  1.108  0.463  2.002
C  1.570  -0.258  0.732
N  0.648  -0.126  -0.367
C  0.859  0.763  -1.375
O  1.894  1.343  -1.574
O  -0.253  0.857  -2.133
C  -0.209  1.760  -3.236
H  -0.478  1.207  -4.136
H  -0.928  2.560  -3.052
H  0.797  2.171  -3.332
H  -0.301  -0.435  -0.215
H  2.525  0.149  0.386
C  1.701  -1.739  1.130
N  1.951  -2.590  0.000
C  3.020  -3.424  -0.052
O  3.773  -3.641  0.862
O  3.101  -3.999  -1.271
C  4.167  -4.924  -1.433
H  4.125  -5.252  -2.468
H  5.124  -4.444  -1.221
H  4.041  -5.772  -0.756
H  1.445  -2.410  -0.854
C  0.404  -2.122  1.854
H  0.567  -2.893  2.604
H  -0.353  -2.468  1.149
S  -0.222  -0.618  2.678
H  2.552  -1.861  1.808
H  1.929  0.423  2.724
H  1.350  2.358  1.058
H  0.849  2.457  2.747
H  -1.424  1.767  2.182
H  -0.983  1.554  0.489
H  -0.428  3.950  0.289
H  -0.841  4.199  1.990
H  -3.186  3.448  1.511
H  -4.584  -0.891  -1.697
H  -4.970  -0.164  -0.130
H  -3.343  -2.026  0.143
H  -2.231  -1.221  -0.969
H  -2.615  -0.488  0.607


# 2
The ion C3H4Br3N4 with charge +1 at a distorted geometry. Source: the OMol25 dataset; level of theory: ωB97M-V/def2-TZVPD.

Values from the calculation:
highest occupied orbital energy (alpha / beta): -13.006 / -13.006 eV
LUMO level (alpha / beta): -5.978 / -5.978 eV
charge: +1
maximum force: 7.80 eV/Å
HOMO-LUMO gap (alpha / beta): 7.03 / 7.03 eV
structure (SMILES): N[N+]1=C(Br)/C(=N/Br)N[C@@H]1Br

Atoms and positions in Å:
C  -0.049  1.360  0.046
C  -1.493  0.458  -0.184
C  0.386  -0.902  -0.113
N  -2.871  0.621  -0.208
N  0.901  0.449  0.046
N  -0.940  -0.777  -0.319
N  2.235  0.629  -0.060
Br  0.035  3.110  0.510
Br  -3.918  -0.783  -0.399
Br  0.966  -1.888  1.650
H  1.016  -1.582  -0.920
H  -1.596  -1.579  -0.257
H  2.645  1.014  0.765
H  2.683  -0.132  -0.555


| no. | energy (eV) |
| --- | --- |
| 1 | -43149.175 |
| 2 | -219252.309 |